1.
Formula: C24H25N3O3S2
Source: the Open Molecules 2025 dataset
Level of theory: ωB97M-V/def2-TZVPD

```
57
C24H25N3O3S2 (ωB97M-V/def2-TZVPD)
C 7.616 -0.195 -0.306
H -0.285 3.225 -0.140
H -2.047 -5.879 0.281
S -2.541 3.908 -0.587
H -2.309 -1.673 -2.070
H -2.194 -5.418 -2.088
O -6.308 1.168 0.567
C 0.881 -0.322 0.828
C -2.939 -1.562 -1.201
S 6.119 0.641 -0.315
C -2.619 -4.982 0.507
C -2.698 -4.469 -1.920
C -4.401 -0.174 0.105
N 3.170 0.319 0.222
H 8.305 -2.179 0.149
H -3.772 -4.634 -1.975
H 5.820 -2.800 0.701
C -5.124 1.106 0.328
H -0.521 -3.255 0.487
H -3.674 -5.246 0.504
N -4.388 2.275 0.212
H -2.743 0.814 1.152
H 8.508 0.329 -0.588
O 3.301 -1.881 0.833
H 2.926 4.530 -1.113
C 7.481 -1.491 0.080
H 1.283 4.055 -1.615
C 2.002 4.051 -0.792
H -4.081 -3.222 1.503
H 3.704 1.115 -0.104
C -0.450 0.029 0.938
C -3.923 -2.432 0.788
C -0.810 -3.608 -0.500
H -5.240 -1.103 1.834
C 1.812 0.595 0.362
H 1.585 4.598 0.058
C 3.829 -0.851 0.456
C -0.875 1.304 0.579
H -1.167 -0.696 1.294
H -4.957 3.110 0.113
C -3.079 -2.620 -0.301
C 0.052 2.239 0.124
C -2.315 -3.910 -0.542
C -3.585 -0.360 -1.011
C -3.025 2.506 0.128
H -3.462 0.438 -1.729
N -2.239 1.576 0.710
H 1.213 -1.310 1.096
O 2.365 2.737 -0.429
C -4.585 -1.233 0.985
C 6.149 -1.830 0.377
C 1.386 1.892 0.010
C 5.278 -0.785 0.214
H -2.414 -3.791 -2.720
H -2.335 -4.650 1.503
H -0.243 -4.510 -0.718
H -0.533 -2.847 -1.225
```

SMILES string: COc1cc(NC(=S)NC(=O)c2ccc(C(C)(C)C)cc2)ccc1NC(=O)c1cccs1
LUMO energy (eV): 0.05
Relative energy (zero: lowest compared OMol25 entry of this formula, charge and spin) (kJ/mol): 0.0

2.
Formula: C16H17Cl15N4S2
Source: the Open Molecules 2025 dataset
Level of theory: ωB97M-V/def2-TZVPD

```
54
C16H17Cl15N4S2 (ωB97M-V/def2-TZVPD)
H -3.920 0.458 -1.822
C -2.246 -2.088 1.251
H -1.243 -2.068 0.826
C 0.063 1.867 0.634
Cl -6.810 4.928 -2.569
Cl -4.946 2.762 -3.086
C 1.604 -4.948 -1.659
Cl 1.538 -3.186 -1.529
C -3.286 0.014 0.241
Cl 4.840 2.264 -1.757
Cl 7.400 1.111 -1.023
H 0.488 2.623 1.281
C 5.862 1.736 -0.423
H -4.542 1.590 -0.594
C 0.820 1.339 -0.362
H 5.349 0.936 0.095
C -3.315 -1.538 0.307
N 0.931 -0.243 -2.237
N -2.113 2.031 1.853
H -2.472 -3.124 1.500
Cl 8.390 8.340 1.632
H -2.221 -1.465 2.147
H -4.294 -1.796 0.722
Cl 7.046 5.859 2.316
Cl -7.308 2.310 -1.428
H -7.203 2.909 -3.683
Cl 6.127 3.054 0.717
C -0.132 -8.271 2.788
Cl -1.227 -7.000 2.237
C -1.859 0.490 0.024
C 0.286 0.350 -1.239
C 8.398 6.587 1.444
H 2.167 2.764 -0.423
H -0.564 -9.226 2.519
Cl 8.356 6.139 -0.260
H 9.317 6.206 1.871
C -1.070 -0.058 -1.026
Cl 1.497 -5.447 -3.349
H -3.632 0.334 1.221
S -1.147 2.309 4.428
H -5.189 -0.015 -0.714
N 2.174 1.759 -0.563
Cl 0.047 -8.222 4.541
Cl 1.438 -8.136 1.996
Cl 0.321 -5.685 -0.703
H -3.270 -1.963 -0.693
H 2.356 1.621 -1.551
C -1.612 2.122 2.956
C -1.292 1.451 0.820
C -4.262 0.560 -0.795
S -0.153 -1.270 -2.867
H 2.555 -5.284 -1.267
N -1.408 -0.976 -1.943
C -6.638 3.187 -2.803
```

LUMO energy (eV): -0.49
Relative energy (zero: lowest compared OMol25 entry of this formula, charge and spin) (kJ/mol): 35.8

3.
Formula: C17H27N3O5S2
Source: the Open Molecules 2025 dataset
Level of theory: ωB97M-V/def2-TZVPD

```
54
C17H27N3O5S2 (ωB97M-V/def2-TZVPD)
O 3.521 -2.028 -0.223
H -2.621 -0.491 1.255
H -6.455 -0.184 -0.163
O 2.482 -1.800 -4.646
H 1.874 -0.641 -2.763
C -2.871 2.183 1.165
O 3.767 0.210 -1.254
N -2.760 1.320 2.316
H 4.896 -3.457 -3.746
H 5.719 -1.317 -4.424
C -3.224 -0.018 2.047
H -2.528 3.172 1.467
C 1.129 -1.041 1.273
H -4.409 2.842 -0.175
S 2.923 -0.853 -0.787
C 1.882 -2.654 -2.494
H -7.120 1.165 -2.034
H 4.466 -2.565 -2.279
C 2.823 -2.808 -3.701
H -5.293 0.442 2.424
N -4.785 0.880 0.409
H -4.938 2.678 1.522
C -4.331 2.224 0.720
C -0.084 0.821 2.145
H -3.128 -0.587 2.972
H 2.206 -3.302 -1.680
O -1.513 0.587 4.346
C 0.193 -0.534 2.161
H -6.837 1.429 0.471
H 3.451 -0.255 -5.541
H -6.005 2.461 -1.620
H 2.022 1.810 -0.306
H 0.863 -2.919 -2.795
C 0.551 1.684 1.271
H -0.310 -1.160 2.880
C 3.673 -1.263 -5.188
C -4.681 0.048 1.595
C 1.486 1.176 0.383
C 4.696 -1.316 -4.056
H 2.648 -3.798 -4.150
C 1.757 -0.179 0.393
H 4.563 -0.472 -3.378
H 4.004 -1.877 -6.039
H -2.251 1.811 0.335
C 4.315 -2.622 -3.355
N 1.861 -1.298 -1.995
C -6.156 1.386 -1.584
O -1.148 2.857 3.437
H 0.319 2.736 1.316
H -5.026 -0.959 1.351
H -5.376 0.904 -2.167
S -1.376 1.461 3.221
H 1.394 -2.086 1.258
C -6.127 0.859 -0.153
```

SMILES string: CCN1CCN(S(=O)(=O)c2ccc(S(=O)(=O)NC[C@@H]3CCCO3)cc2)CC1
LUMO energy (eV): 0.14
Relative energy (zero: lowest compared OMol25 entry of this formula, charge and spin) (kJ/mol): 0.0

| no. | E_tot (eV) | Kohn-Sham gap (Ha) |
| --- | --- | --- |
| 1 | -57578.44019 | 0.29118 |
| 2 | -232334.17327 | 0.28150 |
| 3 | -54444.48046 | 0.33945 |